The following is a DFT calculation (ωB97M-V/def2-TZVPD) of C3H4FNO3 in the gas phase in a non-equilibrium geometry.

Geometry as XYZ:
```
12
Properties=species:S:1:pos:R:3:nbo_charge:R:1
C -0.094 -0.705 -0.202 -0.105
C -0.336 0.649 0.511 -0.107
C -2.529 0.579 -0.139 0.745
N -2.607 -0.660 -0.053 0.264
O -1.271 -1.391 -0.134 -0.424
O -3.494 -1.384 0.330 -0.443
O -1.405 1.258 -0.183 -0.476
F -3.661 1.234 -0.057 -0.268
H 0.654 -1.390 0.391 0.220
H 0.174 -0.445 -1.257 0.183
H -0.623 0.680 1.589 0.202
H 0.468 1.379 0.289 0.210
```

Calculated values
Energy above the lowest of the compared OMol25 structures with the same formula, charge and spin in kJ/mol: 589.3
HOMO level in eV: -8.8
Calculated total energy in eV: -13520.5325
Frontier orbital gap in eV: 9.467
SMILES string: [O-][N+]1=C(F)OCCO1